[1]
DFT (wB97M-V/def2-TZVPD) results for a structure of composition C43H39CdFN11O5S.

Summary:
- ΔE to the lowest compared entry with this formula, charge and spin: 0.0 kJ/mol
- HOMO-LUMO gap: 0.2418 Eh
- Energy: -89965.7962 eV

```
! RIJCOSX wB97M-V def2-TZVPD def2/J DEFGRID3
* xyz 1 1
Cd -0.18597 -0.01211 0.32692
O -3.62440 2.12071 1.22505
C -2.69426 1.33581 1.30980
N -1.35675 1.57845 1.30747
C -0.85670 2.78720 0.93567
O -1.44752 3.73039 0.42904
C 0.64597 2.87446 1.14892
C 1.25449 4.12079 1.12177
C 2.63218 4.19515 1.21328
C 3.35276 3.01780 1.32773
C 2.66084 1.81953 1.36314
N 1.33710 1.73657 1.28728
C -2.99089 -0.14358 1.51187
C -4.29449 -0.61017 1.38566
C -4.54561 -1.95452 1.59698
C -3.48404 -2.78758 1.92324
C -2.21528 -2.23961 2.00288
N -1.96796 -0.94871 1.80362
H 0.63439 4.99813 1.00882
H 3.13425 5.15199 1.16310
H 4.43259 3.02818 1.37012
H 3.19331 0.87818 1.44156
H -5.07998 0.08888 1.13496
H -5.54937 -2.35091 1.51625
H -3.64130 -3.84023 2.11280
H -1.35326 -2.85278 2.24261
N 1.03269 -3.40524 -0.29698
C 1.62049 -2.81683 0.79485
C 2.69291 -3.52067 1.37860
C 3.27019 -3.03474 2.52583
C 2.78798 -1.84827 3.07636
C 1.74308 -1.21974 2.44089
N 1.16857 -1.67948 1.31853
C -0.13783 -3.16877 -0.98818
C -0.46747 -4.12214 -1.97091
C -1.67942 -4.03852 -2.60871
C -2.55496 -3.01755 -2.24572
C -2.14136 -2.11798 -1.29124
N -0.94893 -2.16539 -0.68086
H 1.65171 -4.02513 -0.81179
H 3.03613 -4.44280 0.92932
H 4.08079 -3.57179 2.99989
H 3.21891 -1.42550 3.97185
H 1.32084 -0.30098 2.82935
H 0.22987 -4.91584 -2.19635
H -1.95118 -4.76476 -3.36298
H -3.53236 -2.93306 -2.69806
H -2.78621 -1.30587 -0.98624
F -6.57722 2.15230 -2.09772
C -5.37496 2.69462 -2.41793
C -4.23297 2.07862 -1.98644
C -2.98219 2.59147 -2.31061
C -1.77922 1.86202 -1.87281
O -1.89908 0.77372 -1.29968
C -0.53486 2.51906 -2.19469
C -0.54483 3.67883 -2.88503
N -1.66047 4.30950 -3.34717
C -1.54142 5.41389 -4.25792
C -1.93448 6.80387 -3.84132
C -0.49288 6.45826 -4.05963
C -2.89895 3.77648 -3.05648
C -4.08181 4.38747 -3.48679
C -5.32705 3.85292 -3.19535
N -6.47772 4.52451 -3.69499
C -7.80173 4.25624 -3.15446
C -8.72713 5.40146 -3.63208
N -7.84281 6.53210 -4.04289
C -7.13554 6.19295 -5.31450
C -6.55458 4.77355 -5.12623
C 0.84230 1.98606 -1.76701
O 1.78375 2.77105 -1.86166
O 0.88679 0.77823 -1.38430
H -4.28554 1.18564 -1.37879
H 0.40566 4.14842 -3.09772
H -1.75712 5.12561 -5.28294
H -2.26268 6.94479 -2.82025
H -2.43851 7.43363 -4.56323
H 0.13641 6.39332 -3.18362
H 0.00792 6.83999 -4.93705
H -4.02823 5.31234 -4.04310
H -7.74692 4.24086 -2.06802
H -8.21512 3.29828 -3.48518
H -9.40116 5.72373 -2.84192
H -9.31933 5.10400 -4.49560
H -7.11152 6.58739 -3.32428
H -8.34149 7.41702 -4.11164
H -6.35041 6.93002 -5.47533
H -7.84189 6.23270 -6.14145
H -5.56855 4.70083 -5.57326
H -7.20083 4.03279 -5.61527
S 2.06546 -1.61226 -2.82915
C 2.92660 -2.91386 -3.36289
N 3.67328 -2.76893 -4.53765
C 4.50530 -3.70966 -5.00800
C 4.60192 -4.90529 -4.36679
C 3.78927 -5.06811 -3.22504
N 3.00191 -4.14020 -2.75110
H 3.57151 -1.86872 -4.98442
H 5.07570 -3.47687 -5.89635
H 5.25993 -5.68428 -4.71347
H 3.79690 -6.00590 -2.67695
*
```

***

[2]
DFT (wB97M-V/def2-TZVPD) results for a cluster of 3 separate species, C2H13N2O2 in total at a distorted geometry.

Summary:
- ΔE to the lowest compared entry with this formula, charge and spin: 54.1 kJ/mol
- HOMO-LUMO gap (alpha / beta): 0.1260 / 0.3866 Eh
- Energy: -9356.6629 eV

```
! RIJCOSX wB97M-V def2-TZVPD def2/J DEFGRID3
* xyz 0 2
N -0.16640 0.50929 0.18940
C 0.74947 -0.62958 0.67801
C -0.06790 -1.89591 0.96523
N -1.17516 -1.54376 1.85083
H 0.11934 0.68373 -0.78148
H -0.31824 1.37555 0.73948
H -1.09803 0.07721 0.11467
H 1.24133 -0.17985 1.53477
H 1.35983 -0.83207 -0.19726
H 0.57518 -2.61352 1.47533
H -0.30837 -2.27972 -0.02276
H -2.10793 -1.85694 1.59709
H -1.04897 -1.87291 2.80505
H -0.42036 3.61339 -1.41073
H 0.28572 3.42488 -0.08183
O 0.18306 3.00465 -0.96346
H 0.97983 -0.32937 -3.23990
H 0.51279 1.11907 -2.77715
O 0.70482 0.22589 -2.47530
*
```

***

[3]
DFT (wB97M-V/def2-TZVPD) results for a cluster of 14 separate species, C49H82Br29IO6 in total at a distorted geometry.

Summary:
- HOMO-LUMO gap: 0.2821 Eh
- Energy: -2103759.8565 eV

```
! RIJCOSX wB97M-V def2-TZVPD def2/J DEFGRID3
* xyz 0 1
C 7.15800 -2.40063 1.72174
C 7.36587 -1.71016 0.33172
C 7.80136 -0.20921 0.48132
C 6.62628 0.82740 0.47553
C 5.36227 0.35999 1.27717
C 4.23110 1.44348 1.29341
C 2.79130 0.85154 1.43318
C 1.68603 1.78155 0.77558
C 0.30900 1.10057 0.80750
C -0.60055 1.31297 1.77932
C -0.22663 2.33032 2.87728
C -1.09425 2.28155 4.17663
O -1.95282 3.03691 4.37165
I -0.63048 0.68862 5.58456
C -1.88854 0.50951 1.68707
O -2.51947 0.13915 2.62290
C -2.42418 0.06782 0.29649
C -3.94076 -0.12191 0.21321
C -4.31080 -1.64660 0.47548
C -5.73280 -1.98769 -0.07884
O -5.88410 -1.94758 -1.25283
O -6.76860 -2.29920 0.74635
C -1.53525 -0.14837 -0.68448
C -1.99160 -0.63852 -2.07294
C -1.66824 0.36251 -3.21424
O -2.30700 1.35914 -3.33358
Br -0.13344 -0.12064 -4.42644
C -0.05072 0.11218 -0.32546
O 0.76615 -0.45692 -0.97176
H 8.02717 -2.31894 2.40618
H 6.24671 -2.03239 2.24068
H 6.99277 -3.48588 1.53034
H 6.41077 -1.78833 -0.23027
H 8.13559 -2.29375 -0.22664
H 8.44683 0.01638 -0.40751
H 8.47136 -0.12528 1.36859
H 6.37327 1.06832 -0.58221
H 7.03216 1.77386 0.91264
H 5.72892 0.19192 2.32094
H 4.99927 -0.62382 0.91474
H 4.42873 2.20890 2.07583
H 4.27317 1.97188 0.30561
H 2.70253 -0.17478 1.00358
H 2.58588 0.73554 2.52753
H 1.72542 2.74198 1.32880
H 2.04508 1.98342 -0.26077
H 0.85621 2.29792 3.13578
H -0.38871 3.35688 2.46166
H -4.47009 0.45070 1.01182
H -4.39531 0.20447 -0.74465
H -4.33658 -1.79420 1.57249
H -3.53395 -2.27204 0.00077
H -6.56923 -2.00541 1.65174
H -3.07585 -0.86465 -2.13917
H -1.46380 -1.60457 -2.26755
Br -2.25751 -4.63278 -0.67041
C -2.99012 -5.96594 0.54880
C -4.41728 -5.64851 0.92119
Br -4.51058 -4.21556 2.24102
H -2.32281 -6.01115 1.40549
H -2.93716 -6.90739 0.00183
H -4.88568 -6.50614 1.40264
H -5.02368 -5.33776 0.07367
Br -8.59658 1.55469 3.41593
C -9.89915 1.47277 1.96944
C -10.54151 2.81879 1.75124
Br -11.87629 3.19884 3.11796
H -10.60997 0.69263 2.22460
H -9.33535 1.16758 1.09056
H -11.08754 2.83484 0.81159
H -9.82969 3.64108 1.76670
Br -7.56941 1.11052 7.07933
C -5.66957 0.94038 7.48100
C -4.79159 1.00069 6.25556
Br -4.79302 -0.69309 5.28591
H -5.54819 0.01325 8.03456
H -5.46296 1.78414 8.13810
H -3.75180 1.14580 6.54758
H -5.07777 1.77841 5.55148
Br 0.00289 -7.92060 1.46843
C -0.72597 -9.25444 2.68679
C -2.14946 -8.93729 3.05672
Br -2.24119 -7.50468 4.37352
H -0.05829 -9.29975 3.54323
H -0.67372 -10.19375 2.14033
H -2.61908 -9.79444 3.53757
H -2.75379 -8.62692 2.20810
Br 9.90693 1.30717 3.73705
C 11.10378 0.93597 2.24609
C 11.71842 2.20167 1.70696
Br 10.45051 3.19137 0.60961
H 10.52544 0.39147 1.50363
H 11.87196 0.28112 2.65521
H 12.54962 1.96996 1.04228
H 12.06042 2.87798 2.48577
Br -0.31032 4.46959 -6.71612
C -1.45448 3.25674 -7.72243
C -2.65398 2.82706 -6.91865
Br -2.21167 1.46837 -5.58003
H -0.82920 2.42726 -8.04079
H -1.76768 3.82695 -8.59653
H -3.39058 2.35324 -7.56794
H -3.12268 3.64761 -6.38158
Br -6.94765 5.20799 4.10908
C -5.46185 6.38756 4.54669
C -4.30596 5.61966 5.13883
Br -4.65604 5.14682 6.99409
H -5.85452 7.15366 5.21075
H -5.17176 6.84484 3.60165
H -3.41040 6.23859 5.16423
H -4.08587 4.69458 4.61299
Br 1.90044 3.66178 -10.27287
C 3.01016 5.17359 -9.74860
C 4.15938 4.73372 -8.87906
Br 3.56816 4.37029 -7.06166
H 2.35704 5.89303 -9.26187
H 3.37665 5.59482 -10.68380
H 4.89608 5.53220 -8.78512
H 4.64924 3.83315 -9.24099
Br -7.96366 7.21953 7.74141
C -9.42427 5.99235 7.34803
C -10.57772 6.70278 6.69070
Br -11.61685 7.72175 7.98614
H -9.69413 5.51158 8.28426
H -8.99696 5.25111 6.67287
H -11.27801 5.98403 6.26755
H -10.26625 7.39874 5.91661
Br 5.13866 2.31068 -2.69124
C 6.45148 3.26588 -3.76598
C 7.81158 3.18383 -3.12257
Br 7.93720 4.40439 -1.60958
H 6.09248 4.28464 -3.88663
H 6.44804 2.77027 -4.73200
H 8.59736 3.50596 -3.81153
H 8.05198 2.19063 -2.75020
Br 8.63035 -5.37325 -0.89227
C 7.44338 -6.85566 -0.46100
C 6.03756 -6.58731 -0.93085
Br 5.12090 -5.34190 0.25175
H 7.51253 -7.01525 0.61154
H 7.86298 -7.71587 -0.98073
H 5.44308 -7.49928 -0.89876
H 5.99290 -6.16559 -1.93130
Br -5.00618 1.26590 -3.12271
C -6.83345 1.38261 -2.47013
C -7.75253 0.50454 -3.28143
Br -8.17296 1.31769 -5.00061
H -7.11341 2.43297 -2.48921
H -6.79032 1.04104 -1.43512
H -8.71142 0.38620 -2.78381
H -7.33317 -0.47679 -3.48754
Br -2.28380 -11.78436 0.97838
C -1.29916 -11.99887 -0.68967
C -0.92696 -10.66291 -1.28022
Br -2.45532 -9.81582 -2.13925
H -1.91898 -12.60238 -1.34690
H -0.40570 -12.56143 -0.42252
H -0.18886 -10.78726 -2.07120
H -0.54793 -9.95821 -0.54377
Br 8.33759 1.21492 -6.07580
C 8.84019 2.49581 -7.45220
C 9.93162 3.41679 -6.97777
Br 9.25787 4.81085 -5.78398
H 7.93678 3.01923 -7.74385
H 9.19015 1.88834 -8.28589
H 10.36455 3.95902 -7.81722
H 10.72032 2.89756 -6.44014
*
```

***

[4]
DFT (wB97M-V/def2-TZVPD) results for an isolated molecule of C5H8O.

Summary:
- ΔE to the lowest compared entry with this formula, charge and spin: 473.0 kJ/mol
- HOMO-LUMO gap: 0.3212 Eh
- Energy: -7357.3527 eV

```
! RIJCOSX wB97M-V def2-TZVPD def2/J DEFGRID3
* xyz 0 1
O 1.25837 -1.43524 0.02406
C 0.83374 -0.54705 1.02352
C 0.15908 0.77460 0.50324
C -0.20636 0.73317 -0.99064
C -1.41048 -0.11315 -0.53701
C -1.24002 0.37526 0.90119
H 1.83917 -0.95580 -0.57943
H 1.63992 -0.27223 1.71420
H 0.63664 1.65548 0.94349
H 0.49970 0.30370 -1.71103
H -0.51010 1.71982 -1.34898
H -2.40618 0.06229 -0.95523
H -1.19909 -1.18788 -0.61142
H 0.10562 -1.11298 1.62404
*
```

***

[5]
DFT (wB97M-V/def2-TZVPD) results for a cluster of 2 separate species, C3H12N3O in total at a distorted geometry.

Summary:
- ΔE to the lowest compared entry with this formula, charge and spin: 88.3 kJ/mol
- HOMO-LUMO gap: 0.3888 Eh
- Energy: -9817.8985 eV

```
! RIJCOSX wB97M-V def2-TZVPD def2/J DEFGRID3
* xyz 1 1
C 0.67958 -1.84026 1.04008
N -0.33853 -0.80123 0.77895
C -1.62069 -1.33829 0.24218
H 1.60604 -1.33918 1.34160
H 0.32239 -2.50843 1.81015
H 0.87691 -2.41533 0.10332
H 0.07964 -0.10841 0.13510
H -0.53232 -0.27841 1.65382
H -1.42385 -1.87709 -0.68954
H -2.31359 -0.48147 0.08220
H -2.05713 -2.04360 0.98185
N -0.46691 2.46304 -0.70733
C 0.49314 1.77692 -1.43681
N 1.36077 0.98559 -0.63041
O 0.59686 1.82328 -2.65100
H -0.19381 2.75797 0.22769
H -0.95192 3.16906 -1.23405
H 2.07895 0.56967 -1.21948
H 1.80447 1.48618 0.17168
*
```

***

Question: Among the records above, which one has the highest energy?
Answer: C5H8O

***

Question: Among the records above, which one has the lowest energy?
Answer: C49H82Br29IO6

***

Question: energy of number 1 (C43H39CdFN11O5S)?
Answer: -89965.7962 eV

***

Question: What is the energy in the fourth record?
Answer: -7357.3527 eV